Record 1
Entry from the Open Molecules 2025 dataset: a 16-piece molecular cluster, C32H14Cl61IO5 overall (the ωB97M-V functional and the def2-TZVPD basis).

Spin multiplicity: 1
Maximum force, eV/Å: 2.9
E, eV: -815609.0014
Relative energy (zero: lowest compared OMol25 entry of this formula, charge and spin), kJ/mol: 0.0
Lowest unoccupied orbital energy, eV: -1.08

Geometry (Å):
C 3.29133 -4.22073 0.39387
C 1.75020 -4.33660 0.01394
C 1.57187 -4.19243 -1.54661
O 1.97348 -5.09712 -2.23175
O 1.00882 -3.01530 -2.00386
C 0.34970 -3.17201 -3.26842
C -1.12244 -3.75166 -3.17869
C -1.80048 -3.62272 -1.79061
C -1.97837 -2.32172 -1.09565
I -1.30262 -0.45822 -1.98587
C -2.64396 -2.21431 0.21358
C -2.85352 -0.85264 0.95891
C -4.36201 -0.43836 0.79811
O -5.17168 -1.09705 1.39554
Cl -4.87449 0.95224 -0.25966
C -3.18595 -3.40637 0.90183
C -3.04060 -4.67565 0.22256
C -2.35168 -4.79185 -1.08483
C -2.28599 -6.24118 -1.66520
O -1.35021 -6.69865 -2.27097
C -3.54726 -7.12224 -1.35653
C -4.18007 -7.01925 -0.15729
C -3.63613 -5.97240 0.87578
O -3.69818 -6.15390 2.06474
H 3.71351 -3.20481 0.16717
H 3.47528 -4.40479 1.48523
H 3.92267 -4.96725 -0.15969
H 1.24020 -3.51071 0.57279
H 1.43503 -5.36091 0.32248
H 0.26410 -2.13772 -3.70352
H 0.91175 -3.77303 -4.02348
H -1.14127 -4.78955 -3.60117
H -1.75289 -3.12797 -3.89847
H -2.12256 -0.05267 0.65915
H -2.69930 -1.06870 2.05321
H -3.69305 -3.32968 1.89485
H -3.93885 -7.84771 -2.11605
H -5.08028 -7.63257 0.10256
C -0.16102 2.03407 2.64922
Cl 0.88405 0.93744 1.72540
Cl -1.80796 1.96935 1.99752
Cl -0.18087 1.53239 4.35431
Cl 0.45801 3.68695 2.51866
C 7.59214 -4.18903 0.76648
Cl 6.75478 -5.74377 0.89843
Cl 9.14110 -4.27212 1.62929
Cl 7.88359 -3.81156 -0.94998
Cl 6.58553 -2.91832 1.48372
C -1.07834 6.05157 5.39589
Cl -0.83751 6.53988 7.08381
Cl -0.00767 6.99977 4.34857
Cl -0.70466 4.32936 5.21669
Cl -2.76340 6.34206 4.93198
C 0.09165 10.92440 3.61086
Cl -0.85642 10.21687 4.92851
Cl 1.78774 10.42836 3.77196
Cl -0.54384 10.35866 2.05548
Cl -0.01601 12.69031 3.68854
C 12.42012 -5.21006 -0.70027
Cl 12.31041 -6.84638 -1.37158
Cl 10.84119 -4.40337 -0.81959
Cl 12.90445 -5.30217 1.00372
Cl 13.62651 -4.28395 -1.61064
C -4.75345 -2.73156 -5.61383
Cl -6.31379 -1.92272 -5.38916
Cl -4.00576 -3.02383 -4.03233
Cl -5.00462 -4.27549 -6.44453
Cl -3.68804 -1.70233 -6.58849
C 2.55182 15.54690 5.98094
Cl 2.40096 13.90851 5.31574
Cl 0.99554 16.38571 5.85647
Cl 3.03738 15.45153 7.68276
Cl 3.77700 16.44334 5.06584
C 8.58713 -8.80256 -1.01816
Cl 8.92475 -9.74992 0.44197
Cl 9.24826 -7.17068 -0.82819
Cl 9.34280 -9.58529 -2.41843
Cl 6.83419 -8.70814 -1.26930
C -2.29700 13.10014 7.41345
Cl -2.99514 14.46630 8.30208
Cl -0.81285 13.62107 6.59834
Cl -1.92038 11.78880 8.54564
Cl -3.46252 12.52329 6.20756
C 15.14253 -4.57905 -5.81524
Cl 14.20129 -5.29680 -4.49663
Cl 16.83998 -5.06661 -5.66301
Cl 14.50452 -5.13803 -7.37214
Cl 15.02544 -2.81216 -5.72900
C -6.21394 -5.68948 -9.91820
Cl -6.90715 -4.32812 -9.02183
Cl -4.73028 -5.16505 -10.73321
Cl -5.83522 -7.00516 -8.79061
Cl -7.38041 -6.26166 -11.12361
C 2.70299 5.25962 -0.69662
Cl 4.10819 4.99384 -1.74456
Cl 3.10544 6.46848 0.53670
Cl 1.34076 5.84083 -1.67074
Cl 2.25539 3.73872 0.09470
C -7.98904 0.46084 3.93564
Cl -6.88522 1.03219 2.67475
Cl -7.14081 0.42586 5.49264
Cl -9.38021 1.55507 4.04561
Cl -8.55130 -1.17070 3.53272
C -6.71023 7.69196 3.98109
Cl -5.81080 6.92622 2.65962
Cl -7.09642 6.47740 5.21255
Cl -5.71948 8.97242 4.70416
Cl -8.21076 8.39085 3.34812
C -10.10624 -0.84335 -4.71088
Cl -9.24362 -1.33754 -3.24358
Cl -9.84987 -2.05195 -5.98270
Cl -11.83856 -0.71092 -4.36195
Cl -9.49088 0.72673 -5.25711

Force components x, y, z for each atom (eV/Å):
C 0.32 -0.03 -0.24
C 1.11 1.10 -0.09
C 0.69 -0.71 1.63
O -0.63 0.80 -0.37
O 0.03 -1.71 0.06
C -0.74 0.88 -1.50
C -0.18 0.65 -0.38
C -0.80 -0.18 1.96
C -0.86 -1.40 1.09
I -0.49 -1.10 0.38
C -0.03 -1.23 -0.48
C 0.38 -0.07 -0.50
C -0.13 -1.61 1.33
O 0.71 1.35 -1.29
Cl 0.63 -0.83 0.63
C 1.41 -0.23 -2.49
C 0.50 0.86 -0.51
C -0.36 1.19 0.71
C -1.05 0.05 0.58
O -0.42 0.37 0.12
C -0.46 0.39 0.76
C 0.75 0.78 -0.47
C -0.20 -0.12 -1.39
O -0.04 0.35 -0.46
H -0.53 -0.86 0.12
H -0.43 0.15 -0.91
H -0.75 0.64 0.38
H 0.02 -0.95 -0.52
H -0.18 0.95 -0.40
H 0.32 -1.05 0.66
H -0.14 0.30 1.02
H -0.06 0.89 0.89
H 1.24 -0.78 1.00
H -0.97 -1.13 0.06
H -0.37 0.38 -1.04
H 0.55 -0.07 -1.11
H 0.85 0.75 0.65
H 1.10 0.61 -0.07
C 0.06 0.26 0.05
Cl -0.13 0.04 0.07
Cl 0.19 0.40 0.24
Cl 0.08 -0.32 -0.30
Cl -0.20 -0.53 -0.11
C 0.02 -0.05 0.12
Cl -0.01 0.28 0.06
Cl -0.70 0.04 0.41
Cl -0.34 0.03 0.25
Cl 0.13 -0.09 -0.10
C -0.04 -0.05 0.05
Cl -0.01 0.00 -0.16
Cl 0.00 -0.26 0.02
Cl -0.41 0.65 0.74
Cl 0.14 0.00 0.02
C -0.14 0.03 -0.01
Cl 0.06 0.23 -0.07
Cl -0.12 0.04 0.00
Cl 0.08 0.02 0.16
Cl -0.10 -0.45 -0.53
C 0.04 0.10 -0.06
Cl 0.44 0.26 -0.01
Cl 0.98 -0.23 -0.58
Cl -0.08 0.00 -0.13
Cl -0.22 -0.01 0.43
C -0.09 0.00 -0.02
Cl 0.19 -0.10 -0.04
Cl -0.75 0.10 -0.20
Cl 0.23 0.17 0.35
Cl -0.07 -0.11 0.11
C 0.13 -0.01 0.03
Cl 0.20 0.37 0.22
Cl 0.19 -0.04 -0.03
Cl -0.08 0.01 -0.17
Cl -0.12 -0.09 0.09
C -0.04 0.09 0.06
Cl -0.03 0.09 -0.14
Cl -0.38 -0.44 -0.08
Cl -0.06 0.08 0.13
Cl 0.16 -0.03 0.01
C 0.06 0.03 0.00
Cl 0.06 -0.14 -0.08
Cl -0.36 -0.07 0.47
Cl -0.04 0.11 -0.13
Cl 0.09 0.07 0.11
C -0.04 -0.09 -0.03
Cl 0.22 0.04 -0.45
Cl -0.17 0.06 -0.01
Cl 0.07 0.07 0.14
Cl 0.01 -0.17 0.00
C -0.03 0.06 -0.05
Cl -0.14 -0.14 -0.36
Cl -0.15 -0.06 0.10
Cl -0.02 0.12 -0.08
Cl 0.13 0.04 0.13
C 0.05 -0.09 -0.07
Cl -0.13 0.06 0.10
Cl -0.06 -0.11 -0.10
Cl 0.13 -0.06 0.11
Cl 0.40 0.26 -0.57
C 0.04 0.03 -0.05
Cl -0.27 0.08 0.22
Cl -0.08 0.00 -0.14
Cl 0.13 -0.11 0.00
Cl 0.06 0.17 0.04
C -0.03 0.01 0.01
Cl -0.06 0.07 0.13
Cl 0.06 0.12 -0.13
Cl -0.07 -0.13 -0.06
Cl 0.16 -0.07 0.07
C -0.04 0.01 0.03
Cl -0.08 0.06 -0.15
Cl -0.05 0.11 0.11
Cl 0.19 -0.02 -0.04
Cl -0.04 -0.17 0.05



Record 2
Entry from the Open Molecules 2025 dataset: the molecule C5H6O2 (the ωB97M-V functional and the def2-TZVPD basis).

Spin multiplicity: 1
Maximum force, eV/Å: 0.6
E, eV: -9374.6301
Relative energy (zero: lowest compared OMol25 entry of this formula, charge and spin), kJ/mol: 237.9
Lowest unoccupied orbital energy, eV: 0.79

Geometry (Å):
O -1.62789 1.07389 -1.03865
C -2.19200 0.15290 -0.50589
C -1.58682 -0.71365 0.59777
C -0.13780 -0.56090 0.61660
C 1.03837 -0.36387 0.45346
C 2.34747 0.16978 0.05624
O 2.19492 1.03387 -1.05388
H -3.23110 -0.12662 -0.78361
H -2.04553 -0.38472 1.54274
H -1.89386 -1.75669 0.43860
H 2.79208 0.69107 0.91590
H 3.03706 -0.62735 -0.24191
H 1.30509 1.41229 -0.99738

Force components x, y, z for each atom (eV/Å):
O -0.30 -0.50 0.23
C 0.07 0.24 -0.12
C 0.03 0.05 -0.06
C 0.49 -0.04 -0.06
C -0.49 0.03 0.00
C 0.07 -0.24 0.27
O -0.15 0.19 -0.01
H 0.13 0.12 0.04
H 0.04 -0.10 -0.14
H 0.06 0.21 0.04
H -0.01 -0.02 -0.15
H -0.14 0.09 0.07
H 0.20 -0.04 -0.10



Record 3
Entry from the Open Molecules 2025 dataset: the molecule C3H5NO2S (the ωB97M-V functional and the def2-TZVPD basis).

Spin multiplicity: 1
Maximum force, eV/Å: 2.7
E, eV: -19609.4277
Relative energy (zero: lowest compared OMol25 entry of this formula, charge and spin), kJ/mol: 297.5
Lowest unoccupied orbital energy, eV: 0.72

Geometry (Å):
C 1.09335 1.47395 -0.35745
N -0.09845 1.80836 -0.03857
O -0.72875 0.83662 0.73729
C -1.38869 -0.14915 -0.08189
O -0.43930 -0.92276 -0.64638
C 0.63126 -1.25349 0.20361
S 1.96529 -0.03837 0.13299
H 1.72717 2.12328 -0.92387
H -2.11739 -0.64053 0.58540
H -1.95825 0.38286 -0.85236
H 1.04163 -2.26612 -0.02717
H 0.27212 -1.35466 1.26842

Force components x, y, z for each atom (eV/Å):
C -0.44 -1.42 1.30
N 0.97 0.11 -1.18
O -0.98 -0.49 0.63
C -0.70 2.36 1.19
O 1.11 -1.72 -1.25
C -0.87 -1.09 1.64
S 0.02 0.85 -0.57
H 0.00 0.57 -0.21
H 0.60 -0.14 0.05
H 0.23 -0.32 -0.19
H -0.22 0.96 -0.42
H 0.29 0.33 -0.98



Record 4
Entry from the Open Molecules 2025 dataset: C3H2FO2Pb as an isolated structure (the ωB97M-V functional and the def2-TZVPD basis).

Spin multiplicity: 1
Maximum force, eV/Å: 8.8
E, eV: -15187.8205
Relative energy (zero: lowest compared OMol25 entry of this formula, charge and spin), kJ/mol: 484.4
Lowest unoccupied orbital energy (alpha / beta), eV: -6.99 / -7.51
Charge: +1

Geometry (Å):
F -1.12847 1.58163 -0.50478
O 0.51360 -1.02584 -0.61779
O 1.51179 0.87398 0.13798
C -0.90452 -1.16785 -0.01238
C -0.90161 0.28331 0.33235
C 0.42488 0.45325 -0.31128
H -1.56839 -1.34261 -0.87578
H -1.11117 0.61448 1.35252
Pb 3.16390 -0.27035 0.49916

Force components x, y, z for each atom (eV/Å):
F -1.75 0.06 -0.95
O -0.37 3.36 -0.62
O -1.11 3.27 -1.44
C -0.24 1.97 -2.12
C 1.32 1.17 0.65
C 1.17 -7.58 4.27
H 0.00 -1.00 0.56
H -0.07 0.16 -0.40
Pb 1.04 -1.40 0.06